Record 1
The following is a DFT calculation (ωB97M-V with the def2-TZVPD basis set) of a cluster of 2 separate species, C4H12N2O2 in total in a non-equilibrium geometry.

## Properties
electronic energy = -419.5139 Ha
SMILES string = CN[C@H](C)C(N)=O.O
LUMO = 0.37 eV
relative energy (zero: lowest compared OMol25 entry of this formula, charge and spin) = 3.663 eV

Positions of all 20 atoms, in Å:
C: -1.9660 1.2463 0.0953
N: -0.9461 0.1553 0.4917
C: 0.5152 0.4292 0.2179
C: 0.8465 1.8704 0.6784
C: 1.1106 0.0583 -1.2067
N: 0.2969 -0.2715 -2.2327
O: 2.3807 -0.1634 -1.2944
H: -2.1072 1.4204 -0.9327
H: -2.9716 0.8340 0.2905
H: -1.9415 2.2104 0.6765
H: -1.0716 -0.7801 0.0373
H: 1.0522 -0.5188 0.7154
H: 1.6549 2.2960 0.0965
H: 1.3649 1.7681 1.6148
H: 0.0196 2.6072 0.6272
H: 0.8304 -0.7224 -3.1632
H: -0.3219 -0.9843 -1.8587
O: -1.4749 -2.6633 2.6189
H: -1.6232 -3.3755 1.8758
H: -0.6239 -2.9527 2.9029



Record 2
The following is a DFT calculation (ωB97M-V with the def2-TZVPD basis set) of an isolated molecule of C4H8O3 in a non-equilibrium geometry.

## Properties
electronic energy = -382.8975 Ha
SMILES string = C[C@@H](O)COC=O
LUMO = 0.86 eV
relative energy (zero: lowest compared OMol25 entry of this formula, charge and spin) = 1.833 eV

Positions of all 15 atoms, in Å:
C: -0.5579 -0.7050 -2.0155
C: -0.2878 -0.4836 -0.5007
O: 1.0866 -0.6597 -0.3287
C: -0.4975 0.9198 0.1420
O: 0.3363 1.3638 1.3766
C: 0.8686 0.6026 2.3215
O: 1.0801 -0.5916 2.2583
H: -0.0347 0.0322 -2.6328
H: -1.6127 -0.7395 -2.3217
H: -0.1237 -1.6875 -2.2714
H: -0.8907 -1.2564 0.0162
H: 1.1723 -0.7409 0.6454
H: -1.4736 1.0710 0.5796
H: -0.2217 1.6722 -0.6028
H: 1.1421 1.1414 3.2501



Record 3
The following is a DFT calculation (ωB97M-V with the def2-TZVPD basis set) of a structure of composition C45H46N4O3P3S5Y in a non-equilibrium geometry.

## Properties
electronic energy = -5240.8297 Ha
LUMO (alpha / beta) = 2.03 / 2.31 eV
multiplicity = 2
relative energy (zero: lowest compared OMol25 entry of this formula, charge and spin) = 1.385 eV
charge = -1

Positions of all 107 atoms, in Å:
Y: 0.6462 0.3642 -0.0810
S: 2.0046 -2.5109 -0.7676
P: 0.3548 -2.7808 0.2727
C: -0.7564 -1.5277 -0.1434
P: -1.9957 -1.0421 0.9831
S: -1.5094 0.2205 2.4235
C: -3.1768 -0.2717 -0.1940
C: -3.7095 0.9961 -0.0194
C: -4.5421 1.5273 -0.9911
C: -4.8626 0.7876 -2.1158
C: -4.3588 -0.4944 -2.2724
C: -3.5128 -1.0196 -1.3180
C: -3.1356 -2.3168 1.6629
C: -3.8276 -2.0477 2.8387
C: -4.6623 -3.0047 3.3829
C: -4.8216 -4.2281 2.7540
C: -4.1529 -4.4879 1.5693
C: -3.3154 -3.5347 1.0204
C: -0.3388 -4.3610 -0.3487
C: -0.5874 -5.5103 0.3864
C: -1.1456 -6.6142 -0.2361
C: -1.4464 -6.5821 -1.5870
C: -1.2036 -5.4323 -2.3245
C: -0.6552 -4.3296 -1.7044
C: 0.7988 -3.2403 2.0045
C: -0.1045 -3.0067 3.0313
C: 0.2163 -3.3352 4.3344
C: 1.4496 -3.8965 4.6191
C: 2.3540 -4.1363 3.5971
C: 2.0346 -3.8111 2.2918
H: -3.4645 1.5580 0.8737
H: -4.9329 2.5287 -0.8798
H: -5.5122 1.2028 -2.8731
H: -4.6152 -1.0816 -3.1433
H: -3.0951 -2.0117 -1.4290
H: -3.6918 -1.0923 3.3271
H: -5.1883 -2.7964 4.3038
H: -5.4677 -4.9780 3.1882
H: -4.2797 -5.4389 1.0711
H: -2.7848 -3.7387 0.1015
H: -0.3562 -5.5385 1.4424
H: -1.3512 -7.5061 0.3404
H: -1.8703 -7.4532 -2.0671
H: -1.4458 -5.4024 -3.3788
H: -0.4586 -3.4154 -2.2529
H: -1.0634 -2.5582 2.8072
H: -0.4968 -3.1474 5.1253
H: 1.7103 -4.1398 5.6401
H: 3.3152 -4.5783 3.8224
H: 2.7371 -3.9965 1.4913
S: -3.9036 6.0387 -3.5504
N: -3.4661 4.5439 -4.0719
C: -2.7816 3.9555 -3.0988
C: -2.2017 2.6542 -3.1550
C: -2.3428 1.8130 -4.2498
C: -1.7389 0.5688 -4.2263
C: -0.9711 0.2230 -3.1181
N: -0.7919 1.0052 -2.0704
C: -1.4250 2.2127 -2.0360
C: -1.3113 3.0079 -0.8616
N: -0.6162 2.5090 0.1996
C: -0.5304 3.2329 1.2978
C: -1.1083 4.4918 1.4463
C: -1.8083 5.0308 0.3855
C: -1.9294 4.2949 -0.7897
C: -2.6380 4.7713 -1.9346
N: -3.2267 5.9549 -2.0545
H: -2.9182 2.1471 -5.1011
H: -1.8381 -0.1172 -5.0519
H: -0.4686 -0.7377 -3.0758
H: 0.0174 2.7924 2.1261
H: -0.9970 5.0213 2.3781
H: -2.2701 6.0061 0.4490
C: 6.3348 3.4377 -0.2387
C: 5.3391 3.7271 0.8754
O: 4.5731 2.5695 1.1871
P: 2.9422 2.6245 1.1639
S: 2.4745 0.8371 1.9672
S: 2.2814 3.3691 -0.5342
O: 2.6127 3.7652 2.2708
C: 3.0215 3.5881 3.6220
C: 3.5108 4.9166 4.1720
H: 7.0224 4.2754 -0.3368
H: 5.8110 3.2935 -1.1801
H: 6.9031 2.5380 -0.0125
H: 4.6732 4.5486 0.5844
H: 5.8735 4.0093 1.7900
H: 3.8127 2.8314 3.6673
H: 2.1600 3.2308 4.1934
H: 4.3494 5.2831 3.5854
H: 3.8287 4.7873 5.2032
H: 2.7185 5.6596 4.1275
C: 4.6197 -0.4656 -0.6847
C: 4.1758 0.5707 -1.7004
O: 2.7554 0.5902 -1.8624
C: 2.3798 0.9474 -3.1866
C: 2.4007 -0.2740 -4.1026
H: 5.7011 -0.4137 -0.5745
H: 4.3315 -1.4605 -1.0148
H: 4.1622 -0.2746 0.2832
H: 4.6492 0.3482 -2.6644
H: 4.4920 1.5735 -1.3815
H: 3.0436 1.7383 -3.5612
H: 1.3716 1.3646 -3.1192
H: 3.4185 -0.5334 -4.3823
H: 1.8236 -0.0944 -5.0046
H: 1.9727 -1.1179 -3.5668



Record 4
The following is a DFT calculation (ωB97M-V with the def2-TZVPD basis set) of an isolated molecule of C19H32N6O2 in a non-equilibrium geometry.

## Properties
electronic energy = -1222.2727 Ha
SMILES string = CCCCCCn1c(CN2CCN(C)CC2)nc2c1c(=O)n(C)c(=O)n2C
LUMO = 0.70 eV
relative energy (zero: lowest compared OMol25 entry of this formula, charge and spin) = 0.241 eV

Positions of all 59 atoms, in Å:
C: 2.6559 1.6042 -5.2304
C: 1.2783 1.3945 -4.6143
C: 1.0995 2.2092 -3.3355
C: -0.2788 1.9972 -2.7110
C: -0.4429 2.7166 -1.3722
C: 0.2504 2.0048 -0.2055
N: -0.3577 0.7265 0.0670
C: 0.0348 -0.5258 -0.2724
C: 1.3301 -0.8799 -0.9370
N: 2.3999 -1.3783 -0.0953
C: 2.3023 -2.7451 0.3760
C: 1.5101 -2.9042 1.6766
N: 2.0717 -2.0423 2.7059
C: 1.3976 -2.2174 3.9720
C: 2.0420 -0.6589 2.2706
C: 2.8506 -0.5167 0.9767
N: -0.8483 -1.4446 0.0905
C: -1.8450 -0.7686 0.6940
C: -1.5793 0.5908 0.6941
C: -2.4673 1.5367 1.2931
O: -2.3287 2.7439 1.3666
N: -3.5952 0.9068 1.8296
C: -4.5594 1.7979 2.4553
C: -3.8908 -0.4502 1.8427
O: -4.9063 -0.8805 2.3472
N: -2.9713 -1.2888 1.2507
C: -3.1939 -2.7180 1.2353
H: 2.8084 2.6529 -5.4764
H: 2.7607 1.0198 -6.1411
H: 3.4356 1.2987 -4.5358
H: 0.5095 1.6824 -5.3347
H: 1.1398 0.3344 -4.3885
H: 1.8842 1.9298 -2.6284
H: 1.2300 3.2700 -3.5617
H: -1.0346 2.3698 -3.4054
H: -0.4622 0.9276 -2.5776
H: -1.5016 2.8093 -1.1257
H: -0.0335 3.7252 -1.4444
H: 1.3113 1.8610 -0.4108
H: 0.1404 2.6193 0.6920
H: 1.1174 -1.6591 -1.6738
H: 1.7188 -0.0060 -1.4667
H: 1.8537 -3.3606 -0.4043
H: 3.3281 -3.0874 0.5512
H: 1.5896 -3.9393 2.0180
H: 0.4478 -2.6794 1.4901
H: 0.3284 -1.9500 3.9269
H: 1.8796 -1.5919 4.7224
H: 1.4818 -3.2590 4.2787
H: 2.4981 -0.0409 3.0488
H: 1.0053 -0.3043 2.1209
H: 2.8449 0.5215 0.6394
H: 3.8849 -0.8025 1.1963
H: -5.4035 1.2036 2.7939
H: -4.8822 2.5457 1.7314
H: -4.0920 2.3092 3.2971
H: -2.4927 -3.2144 1.9078
H: -3.0406 -3.0935 0.2248
H: -4.2142 -2.9015 1.5652



Record 5
The following is a DFT calculation (ωB97M-V with the def2-TZVPD basis set) of a structure of composition BeH10O5 in a non-equilibrium geometry.

## Properties
electronic energy = -396.4511 Ha
LUMO = -7.94 eV
relative energy (zero: lowest compared OMol25 entry of this formula, charge and spin) = 0.416 eV
charge = +2

Positions of all 16 atoms, in Å:
Be: 0.5351 0.1265 -0.1308
O: -2.3173 -0.2170 0.6867
H: -2.3509 -1.1841 0.5692
H: -2.9583 0.1880 0.1375
O: 2.0500 0.3416 -0.6614
H: 2.4973 1.0517 -1.1973
H: 2.7707 -0.0723 -0.1332
O: 0.5254 -1.0025 1.0582
H: -0.1544 -1.0795 1.7416
H: 0.9553 -1.8613 1.0993
O: -0.4221 -0.4365 -1.3729
H: 0.0846 -0.5943 -2.1770
H: -1.2696 -0.8876 -1.5448
O: -0.0857 1.6128 0.3239
H: -0.4635 1.7227 1.2553
H: 0.6032 2.2916 0.3456



Record 6
The following is a DFT calculation (ωB97M-V with the def2-TZVPD basis set) of an isolated molecule of C5H9N in a non-equilibrium geometry.

## Properties
electronic energy = -250.6023 Ha
SMILES string = C=CC/C=C/N
LUMO = 1.22 eV
relative energy (zero: lowest compared OMol25 entry of this formula, charge and spin) = 1.760 eV

Positions of all 15 atoms, in Å:
C: -2.6020 -0.9756 -0.1074
C: -1.3807 -1.2126 0.3761
C: -0.1169 -0.8711 -0.4187
C: 0.4300 0.4779 -0.0815
C: 1.6903 0.7064 0.2806
N: 2.2243 1.9648 0.6076
H: -3.4829 -1.2436 0.4585
H: -2.6915 -0.5356 -1.0972
H: -1.2916 -2.0508 1.0602
H: 0.5862 -1.6648 -0.2105
H: -0.4859 -0.8299 -1.4435
H: -0.2383 1.3374 -0.0851
H: 2.4965 0.0048 0.0844
H: 3.1752 2.1438 0.3215
H: 1.6872 2.7488 0.2548



Question: Which of these has the lowest relative energy (zero: lowest compared OMol25 entry of this formula, charge and spin)?
Answer: C19H32N6O2



Repeat the fifth record exactly.
The following is a DFT calculation (ωB97M-V with the def2-TZVPD basis set) of a structure of composition BeH10O5 in a non-equilibrium geometry.

## Properties
electronic energy = -396.4511 Ha
LUMO = -7.94 eV
relative energy (zero: lowest compared OMol25 entry of this formula, charge and spin) = 0.416 eV
charge = +2

Positions of all 16 atoms, in Å:
Be: 0.5351 0.1265 -0.1308
O: -2.3173 -0.2170 0.6867
H: -2.3509 -1.1841 0.5692
H: -2.9583 0.1880 0.1375
O: 2.0500 0.3416 -0.6614
H: 2.4973 1.0517 -1.1973
H: 2.7707 -0.0723 -0.1332
O: 0.5254 -1.0025 1.0582
H: -0.1544 -1.0795 1.7416
H: 0.9553 -1.8613 1.0993
O: -0.4221 -0.4365 -1.3729
H: 0.0846 -0.5943 -2.1770
H: -1.2696 -0.8876 -1.5448
O: -0.0857 1.6128 0.3239
H: -0.4635 1.7227 1.2553
H: 0.6032 2.2916 0.3456